[1]
{"formula": "C5H11NO", "method": "the ωB97M-V functional and the def2-TZVPD basis", "de_lowest_kcal_mol": 73.5, "smiles": "C=C(N)/C=C\\C.O", "e_homo_ev": -7.88, "homo_lumo_gap_ha": 0.314, "charge": 0, "elements": ["N", "C", "C", "C", "C", "C", "H", "H", "H", "H", "H", "H", "H", "H", "H", "H", "H", "O"], "xyz": [[-2.1686, 0.4677, -0.2355], [-1.0338, 1.1942, 0.1233], [-0.9075, 2.5329, -0.0230], [-0.5010, -1.9651, 1.1309], [0.3405, -0.9754, 0.3753], [0.2050, 0.3657, 0.3033], [-2.2793, -0.3969, 0.2668], [-2.9966, 1.0512, -0.1998], [-1.4760, 3.0354, -0.8294], [-0.0911, 3.1163, 0.3857], [0.2506, -2.6639, 1.5075], [-1.1423, -2.7187, 0.5890], [-1.2822, -1.5225, 1.7680], [1.2619, -1.3314, -0.0891], [1.1001, 1.0232, 0.2602], [3.1324, -0.7921, -1.2722], [4.0060, 0.2152, -1.9514], [3.5819, -0.6360, -2.1098]], "lowdin_charge": [0.090, -0.422, 0.005, -0.113, -0.154, -0.082, 0.061, 0.093, 0.064, 0.046, 0.074, 0.085, 0.077, 0.080, 0.106, 0.009, 0.036, -0.056]}


[2]
{"formula": "C4H21O8", "method": "the ωB97M-V functional and the def2-TZVPD basis", "de_lowest_kcal_mol": 36.9, "e_homo_ev": -6.33, "homo_lumo_gap_ha": 0.351, "charge": -1, "elements": ["C", "O", "C", "C", "C", "O", "H", "H", "H", "H", "H", "H", "H", "H", "H", "H", "H", "O", "H", "H", "O", "H", "H", "O", "H", "H", "O", "H", "H", "O", "H", "H", "O"], "xyz": [[-0.5480, -0.3764, 1.9079], [-1.1096, -1.0843, 0.8282], [0.9315, -0.0048, 2.0798], [1.5685, 0.1725, 0.7046], [1.9210, 1.5841, 0.1905], [1.6251, 1.5267, -1.2124], [-0.8267, -1.1131, 2.7476], [-1.1814, 0.4320, 2.2907], [1.3991, -0.8954, 2.5439], [1.1750, 0.8042, 2.7938], [0.9459, -0.1587, -0.1608], [2.5717, -0.2686, 0.7270], [1.3458, 2.3853, 0.6322], [3.0021, 1.7067, 0.1737], [0.6506, 1.2813, -1.3365], [-0.8608, -3.2770, -1.1863], [-0.3720, -2.2572, 0.0284], [-0.3092, -3.1427, -0.4342], [2.0189, -2.3829, -0.2666], [1.1907, -3.2174, 0.7217], [2.0787, -3.1388, 0.3265], [-1.5874, 1.5121, -2.1923], [-0.3448, 1.6120, -2.9838], [-1.2576, 1.9071, -3.0040], [-0.3187, -0.7818, -1.8954], [-0.9692, -0.5475, -0.1052], [-0.8485, -0.1267, -1.4614], [-3.6827, 0.5326, -1.6101], [-2.2803, -0.0729, -1.8532], [-3.3111, -0.2083, -2.1002], [-0.9022, 2.8252, 0.2744], [-0.9889, 1.9549, 1.6134], [-0.7257, 2.8177, 1.2181]], "lowdin_charge": [-0.299, -0.151, -0.167, -0.187, -0.249, -0.136, 0.129, 0.081, 0.101, 0.119, 0.088, 0.106, 0.080, 0.107, 0.053, 0.030, 0.002, -0.097, 0.013, 0.016, -0.093, -0.021, 0.009, -0.079, 0.015, 0.035, -0.309, -0.005, -0.017, -0.171, 0.039, 0.019, -0.063]}


[3]
{"formula": "C41H76BF15Hg2N4O15P2S", "method": "the ωB97M-V functional and the def2-TZVPD basis", "de_lowest_kcal_mol": 330.3, "e_homo_ev": -9.02, "homo_lumo_gap_ha": 0.030, "charge": 0, "elements": ["Hg", "Hg", "O", "C", "O", "B", "O", "C", "O", "O", "C", "O", "C", "O", "O", "P", "F", "F", "F", "F", "F", "F", "P", "F", "F", "F", "F", "F", "F", "C", "F", "F", "F", "S", "O", "O", "O", "C", "C", "C", "C", "C", "C", "N", "O", "C", "C", "C", "H", "H", "H", "H", "H", "H", "H", "H", "H", "H", "H", "H", "H", "H", "H", "H", "H", "H", "H", "C", "C", "C", "C", "C", "C", "N", "O", "C", "C", "C", "H", "H", "H", "H", "H", "H", "H", "H", "H", "H", "H", "H", "H", "H", "H", "H", "H", "H", "H", "C", "C", "C", "C", "C", "C", "N", "O", "C", "C", "C", "H", "H", "H", "H", "H", "H", "H", "H", "H", "H", "H", "H", "H", "H", "H", "H", "H", "H", "H", "C", "C", "C", "C", "C", "C", "N", "O", "C", "C", "C", "H", "H", "H", "H", "H", "H", "H", "H", "H", "H", "H", "H", "H", "H", "H", "H", "H", "H", "H"], "xyz": [[-5.0441, -6.8649, 0.6252], [3.3956, -6.0910, 6.9081], [-8.6496, -8.3816, 11.4366], [-7.6930, -9.0341, 11.0442], [-6.8085, -8.6199, 10.2485], [-5.9316, -9.7490, 9.8486], [-6.4389, -10.9618, 10.4819], [-7.3786, -10.6007, 11.3121], [-8.0781, -11.3517, 11.9104], [-4.5140, -9.4889, 10.0110], [-3.9043, -9.2013, 8.9023], [-2.7337, -8.8583, 8.6781], [-4.9228, -9.4143, 7.8148], [-6.0236, -9.9166, 8.3402], [-4.8187, -9.0018, 6.6849], [-9.4506, -3.4055, 5.1830], [-8.3020, -4.2001, 4.3816], [-9.4133, -2.0820, 4.1980], [-10.4282, -4.0351, 4.0782], [-10.6982, -2.8317, 6.0246], [-9.6279, -4.6971, 6.1785], [-8.4718, -2.7896, 6.3032], [3.9566, -10.3498, 3.3899], [2.8805, -9.1583, 3.5371], [2.8079, -11.5241, 3.1323], [3.9950, -10.1089, 1.8247], [5.1592, -11.5127, 3.1961], [5.0272, -9.1354, 3.7224], [3.9878, -10.6589, 5.0378], [-1.8295, -0.4559, 3.7983], [-2.8609, -0.2773, 3.0840], [-0.9985, 0.5354, 3.5015], [-2.1285, -0.5183, 5.0818], [-0.8443, -2.0521, 3.3016], [0.1060, -1.6612, 2.2754], [-0.2524, -2.5504, 4.4732], [-1.8372, -2.9511, 2.7928], [1.2998, 10.8086, -4.9015], [0.1779, 10.9709, -3.7750], [-1.0308, 10.2597, -4.4038], [-2.0490, 9.7476, -3.3897], [-1.3084, 8.8706, -2.3489], [-0.2309, 9.6792, -1.5425], [0.6180, 10.3419, -2.4749], [1.7703, 10.8912, -1.9599], [-0.9609, 10.6673, -0.6496], [0.4811, 8.6125, -0.7246], [-0.0461, 12.4701, -3.5914], [1.0129, 11.3483, -5.8040], [1.3642, 9.7298, -5.0436], [2.1301, 11.3447, -4.4418], [-1.6385, 10.9945, -4.9317], [-0.7688, 9.5773, -5.2123], [-2.8316, 9.2180, -3.9330], [-2.6068, 10.5545, -2.9145], [-0.9437, 7.9105, -2.7139], [-2.1485, 8.7319, -1.6684], [-1.4235, 11.4787, -1.2115], [-1.7509, 10.2673, -0.0139], [-0.3222, 11.2553, 0.0095], [-0.1151, 8.1431, 0.0580], [1.0623, 7.8409, -1.2296], [1.2679, 9.1595, -0.2051], [-0.6146, 12.8423, -4.4437], [0.8175, 13.1333, -3.5415], [-0.5789, 12.8133, -2.7045], [2.3161, 10.1027, -1.9157], [-10.1701, -1.0602, -3.5511], [-9.0419, -1.7403, -4.3682], [-9.1424, -1.3062, -5.8203], [-8.5686, 0.0703, -6.1704], [-7.1390, 0.1528, -5.7287], [-7.0777, -0.2173, -4.1360], [-7.5914, -1.5515, -3.8823], [-7.3798, -2.0583, -2.5858], [-5.6003, -0.3036, -3.7687], [-7.6890, 0.9070, -3.3004], [-9.3891, -3.2092, -4.2977], [-11.0883, -1.6472, -3.5305], [-10.4706, -0.0991, -3.9683], [-10.0104, -0.7027, -2.5338], [-8.7413, -2.0071, -6.5524], [-10.2031, -1.2883, -6.0707], [-9.1301, 0.9020, -5.7448], [-8.6586, 0.1446, -7.2541], [-6.8028, 1.1674, -5.9426], [-6.4420, -0.5432, -6.1954], [-5.3012, -0.3909, -2.7242], [-5.0856, -1.1724, -4.1789], [-5.1554, 0.6350, -4.0990], [-7.1034, 1.8215, -3.3947], [-8.7288, 1.1656, -3.5005], [-7.5961, 0.6553, -2.2440], [-9.3697, -3.5861, -3.2751], [-8.5676, -3.7603, -4.7555], [-10.3294, -3.3983, -4.8155], [-8.1274, -1.6226, -2.1700], [3.9634, 0.6324, -4.1029], [4.2779, -0.3545, -5.2205], [5.7142, 0.0951, -5.5115], [6.6947, -0.9281, -6.1009], [6.6408, -2.1390, -5.1560], [5.1997, -2.7802, -5.0212], [4.2169, -1.7396, -4.6757], [3.0074, -2.1944, -4.3524], [4.7521, -3.5202, -6.3101], [5.2114, -3.8597, -3.9365], [3.3675, -0.1972, -6.4705], [4.6317, 0.5465, -3.2461], [3.0164, 0.2875, -3.6877], [3.9795, 1.6852, -4.3848], [5.6824, 0.9158, -6.2280], [6.2979, 0.4709, -4.6711], [7.7223, -0.5667, -6.0615], [6.3976, -1.1961, -7.1149], [7.2307, -1.9873, -4.2521], [7.1620, -2.8595, -5.7864], [5.0456, -3.0649, -7.2559], [5.2045, -4.5115, -6.3365], [3.6912, -3.7433, -6.4237], [4.2650, -4.3239, -3.6591], [5.9986, -4.5982, -4.0879], [5.5350, -3.4472, -2.9809], [2.3965, -0.6370, -6.2425], [3.7616, -0.9261, -7.1787], [3.4134, 0.6949, -7.0950], [2.9216, -2.0292, -3.4106], [5.8458, 0.6723, 6.7875], [6.8845, 0.6812, 5.6435], [8.0635, 1.5344, 6.1685], [9.1417, 1.5765, 4.9950], [9.5913, 0.1428, 4.8015], [8.5081, -0.8717, 4.3250], [7.3525, -0.6775, 5.2662], [6.2901, -1.3866, 4.8623], [8.2131, -0.5651, 2.8477], [9.1572, -2.2456, 4.6732], [6.1608, 1.4234, 4.4767], [4.9204, 0.1867, 6.4777], [5.5949, 1.6556, 7.1855], [6.1993, 0.0694, 7.6239], [7.8659, 2.6062, 6.1843], [8.5210, 1.2279, 7.1093], [10.0095, 2.1548, 5.3121], [8.7968, 2.0519, 4.0767], [9.9991, -0.2043, 5.7509], [10.3996, 0.1619, 4.0705], [7.3665, -1.1278, 2.4545], [8.1165, 0.4531, 2.4706], [9.0443, -1.0055, 2.2970], [9.2819, -2.3869, 5.7468], [8.6227, -3.0482, 4.1650], [10.1373, -2.4284, 4.2327], [5.3923, 0.8498, 3.9586], [6.9087, 1.5977, 3.7032], [5.5890, 2.3251, 4.6960], [6.1455, -0.9140, 4.0393]], "lowdin_charge": [0.372, 0.493, 0.220, -0.338, 0.299, -0.798, 0.289, -0.330, 0.238, 0.292, -0.317, 0.203, -0.339, 0.257, 0.255, 0.133, -0.160, -0.183, -0.178, -0.150, -0.160, -0.158, 0.223, -0.197, -0.201, -0.160, -0.220, -0.228, -0.226, -0.710, 0.217, 0.130, 0.171, 0.496, -0.186, -0.161, -0.166, -0.013, -0.439, -0.151, -0.169, -0.112, -0.524, -0.081, 0.040, -0.023, -0.034, -0.034, 0.089, 0.082, 0.074, 0.113, 0.115, 0.113, 0.111, 0.122, 0.112, 0.068, 0.095, 0.091, 0.099, 0.090, 0.077, 0.086, 0.085, 0.076, 0.113, -0.029, -0.472, -0.144, -0.194, -0.104, -0.485, -0.045, 0.043, -0.054, -0.024, -0.049, 0.093, 0.075, 0.086, 0.127, 0.125, 0.108, 0.115, 0.118, 0.119, 0.084, 0.091, 0.085, 0.093, 0.071, 0.091, 0.091, 0.092, 0.098, 0.090, -0.039, -0.461, -0.161, -0.172, -0.108, -0.443, -0.074, 0.055, -0.019, -0.038, 0.007, 0.088, 0.080, 0.101, 0.123, 0.117, 0.117, 0.106, 0.126, 0.117, 0.075, 0.088, 0.092, 0.092, 0.098, 0.084, 0.086, 0.071, 0.095, 0.136, -0.037, -0.468, -0.102, -0.173, -0.165, -0.448, -0.077, 0.027, -0.018, -0.021, -0.019, 0.081, 0.091, 0.087, 0.116, 0.124, 0.110, 0.095, 0.119, 0.122, 0.085, 0.080, 0.094, 0.092, 0.084, 0.085, 0.084, 0.052, 0.099, 0.072]}


[4]
{"formula": "C58H64GeN9O2P2Rb", "method": "the ωB97M-V functional and the def2-TZVPD basis", "de_lowest_kcal_mol": 17.2, "e_homo_ev": [-1.98, -5.33], "homo_lumo_gap_ha": [0.145, 0.268], "charge": -1, "s2": 0.766, "spin_multiplicity": 2, "elements": ["Rb", "C", "P", "C", "C", "C", "C", "C", "C", "C", "P", "C", "C", "H", "H", "H", "H", "H", "H", "H", "H", "H", "H", "H", "H", "H", "H", "H", "H", "N", "C", "N", "C", "N", "N", "C", "N", "C", "C", "C", "C", "C", "N", "H", "H", "H", "H", "H", "H", "H", "H", "C", "C", "C", "C", "C", "N", "H", "H", "H", "H", "H", "H", "H", "H", "H", "O", "C", "N", "C", "O", "C", "C", "C", "C", "C", "C", "H", "H", "H", "H", "C", "C", "C", "C", "C", "C", "Ge", "C", "C", "C", "C", "C", "C", "C", "C", "C", "C", "C", "C", "H", "H", "H", "H", "H", "H", "H", "H", "H", "H", "H", "H", "H", "H", "H", "C", "N", "C", "C", "C", "C", "C", "C", "C", "C", "H", "H", "H", "H", "H", "H", "H", "H", "H", "H", "H", "H"], "xyz": [[1.4995, -0.5137, -0.5182], [3.4457, -4.2763, -0.6017], [3.6673, -2.6769, 0.2659], [5.5164, -2.6179, 0.3494], [3.4055, -3.1548, 2.0379], [3.2196, -4.4625, 2.4850], [2.9431, -4.7366, 3.8149], [2.8505, -3.7011, 4.7337], [3.0378, -2.3954, 4.3081], [3.3132, -2.1064, 2.9728], [3.5427, -0.3654, 2.3946], [4.9421, 0.1354, 3.4896], [2.1593, 0.4860, 3.2696], [4.0716, -5.0760, -0.1991], [3.7056, -4.1081, -1.6468], [2.3938, -4.5625, -0.5531], [5.9177, -3.4951, 0.8603], [5.8390, -1.7183, 0.8771], [5.9029, -2.5709, -0.6691], [3.2546, -5.2823, 1.7797], [2.7761, -5.7593, 4.1299], [2.6249, -3.9080, 5.7725], [2.9609, -1.5922, 5.0325], [4.7253, -0.0599, 4.5420], [5.1435, 1.1996, 3.3576], [5.8369, -0.4194, 3.2060], [2.1787, 0.3432, 4.3515], [1.1994, 0.1232, 2.8883], [2.2166, 1.5524, 3.0480], [0.9259, -1.1261, -4.0513], [0.3548, -2.2901, -3.6009], [-0.0767, -3.1208, -4.5660], [-0.7582, -4.1669, -4.0743], [-1.2646, -5.0372, -5.0220], [-0.9736, -4.4662, -2.8139], [-0.3903, -3.6168, -1.9060], [0.2357, -2.4558, -2.2918], [-0.4750, -3.9614, -0.5298], [-1.2572, -5.0867, -0.1133], [-1.2904, -5.4581, 1.2026], [-0.5311, -4.7318, 2.1489], [0.1774, -3.6432, 1.6717], [0.2195, -3.2218, 0.4082], [1.2014, -1.1474, -5.0186], [1.5419, -0.6099, -3.4307], [-1.3914, -4.6401, -5.9364], [-1.9880, -5.6474, -4.6828], [-1.8107, -5.6283, -0.8671], [-1.8887, -6.3079, 1.5139], [-0.4970, -4.9974, 3.1966], [0.7643, -3.0547, 2.3770], [0.6241, 4.7226, -2.3092], [0.8482, 4.8304, -0.7965], [2.2169, 5.4577, -0.5043], [-0.2692, 5.6652, -0.1741], [0.8392, 3.4750, -0.1888], [0.8333, 2.4265, 0.2838], [0.7648, 5.7169, -2.7399], [-0.3950, 4.3902, -2.5110], [1.3225, 4.0272, -2.7750], [2.2321, 6.4710, -0.9088], [3.0123, 4.8823, -0.9780], [2.4096, 5.5067, 0.5687], [-0.2434, 6.6599, -0.6237], [-0.1458, 5.7662, 0.9010], [-1.2448, 5.2191, -0.3723], [4.0889, -1.6343, -2.2389], [4.1664, -0.4781, -2.6270], [3.1621, 0.4506, -2.5869], [3.6222, 1.6047, -3.1677], [3.0101, 2.6523, -3.3225], [5.0590, 1.4076, -3.6176], [5.9414, 2.2406, -4.2703], [7.2014, 1.7255, -4.5771], [7.5416, 0.4182, -4.2381], [6.6311, -0.4125, -3.5841], [5.3963, 0.1181, -3.2812], [5.6579, 3.2522, -4.5330], [7.9266, 2.3460, -5.0894], [8.5239, 0.0410, -4.4949], [6.8818, -1.4326, -3.3204], [-7.9974, -0.3193, 1.4609], [-7.4765, 0.3839, 0.3823], [-6.1517, 0.7952, 0.3998], [-5.3258, 0.5275, 1.4942], [-5.8642, -0.1793, 2.5673], [-7.1894, -0.6019, 2.5511], [-3.4115, 0.9920, 1.4280], [-3.2879, 2.9398, 1.5383], [-2.1497, 3.5253, 2.0942], [-2.1369, 4.8716, 2.4294], [-3.2488, 5.6632, 2.1776], [-4.3747, 5.1020, 1.5944], [-4.3975, 3.7459, 1.2905], [-2.6573, 0.3966, 3.1316], [-1.9503, -0.8010, 3.2826], [-1.5622, -1.2538, 4.5332], [-1.8705, -0.5148, 5.6656], [-2.5719, 0.6854, 5.5373], [-2.9607, 1.1333, 4.2821], [-9.0278, -0.6520, 1.4456], [-8.0981, 0.5966, -0.4787], [-5.7517, 1.3074, -0.4698], [-5.2456, -0.4077, 3.4279], [-7.5870, -1.1588, 3.3908], [-1.2721, 2.9172, 2.2987], [-1.2552, 5.3041, 2.8863], [-3.2380, 6.7141, 2.4386], [-5.2461, 5.7138, 1.3958], [-5.3006, 3.3128, 0.8790], [-1.6729, -1.3891, 2.4109], [-1.0207, -2.1883, 4.6128], [-1.5672, -0.8674, 6.6433], [-2.8179, 1.2695, 6.4158], [-3.5172, 2.0592, 4.2075], [-0.5985, 1.5931, -2.7911], [-1.7968, 2.3947, -2.7765], [-2.3704, 2.4504, -4.1149], [-2.7220, 2.0669, -1.7099], [-2.9717, 0.5708, -1.4675], [-3.2299, -0.2779, -2.5511], [-3.3261, -1.6484, -2.3946], [-3.1963, -2.2119, -1.1462], [-3.0289, -1.3946, -0.0447], [-2.9104, -0.0038, -0.1780], [0.0711, 1.9886, -3.5554], [-0.7866, 0.5422, -3.0343], [-0.0523, 1.6553, -1.8372], [-1.7197, 3.0502, -4.7570], [-3.3516, 2.9300, -4.0863], [-2.4723, 1.4704, -4.5968], [-3.6497, 2.6021, -1.9452], [-2.3395, 2.5035, -0.7877], [-3.3378, 0.1413, -3.5398], [-3.4926, -2.2809, -3.2570], [-3.2333, -3.2853, -1.0220], [-3.0149, -1.8604, 0.9329]], "lowdin_charge": [0.567, -0.266, 0.802, -0.263, -0.401, -0.097, -0.089, -0.093, -0.111, -0.403, 0.868, -0.291, -0.293, 0.034, 0.036, 0.031, 0.039, 0.018, 0.025, 0.094, 0.101, 0.096, 0.089, 0.029, 0.032, 0.029, 0.030, 0.028, 0.028, 0.146, -0.488, 0.134, -0.507, 0.109, 0.141, -0.326, 0.084, -0.273, -0.063, -0.114, -0.112, -0.220, 0.048, 0.090, 0.026, 0.071, 0.074, 0.087, 0.088, 0.078, 0.085, -0.035, -0.567, -0.038, -0.043, -0.149, 0.165, 0.092, 0.072, 0.059, 0.087, 0.091, 0.087, 0.093, 0.069, 0.088, -0.043, -0.471, 0.026, -0.443, 0.031, -0.096, -0.015, -0.090, -0.089, -0.011, -0.090, 0.112, 0.094, 0.094, 0.112, -0.103, -0.091, -0.112, -0.247, -0.092, -0.092, 1.062, -0.282, -0.121, -0.113, -0.097, -0.087, -0.095, -0.264, -0.092, -0.082, -0.090, -0.088, -0.118, 0.095, 0.098, 0.099, 0.094, 0.097, 0.100, 0.101, 0.099, 0.098, 0.088, 0.081, 0.101, 0.096, 0.097, 0.102, -0.110, -0.260, -0.100, -0.160, -0.205, -0.036, -0.061, -0.075, -0.092, -0.198, 0.088, 0.069, 0.042, 0.083, 0.084, 0.070, 0.120, 0.086, 0.091, 0.108, 0.101, 0.094]}


Number 1: E_tot -327.01415 a.u.. Number 2: E_tot -766.90633 a.u.. Number 3: E_tot -5865.61984 a.u.. Number 4: E_tot -5675.75211 a.u..